# 1
C28H39F3N5O2 | ωB97M-V/def2-TZVPD

Summary:
frontier orbital gap = 9.9 eV
SMILES string = COC[C@@H](c1ccc(C(F)(F)F)cc1)[N@@H+]1CCN(C2(C)CCN(C(=O)c3c(C)ncnc3C)CC2)C[C@@H]1C
max |F| = 0.81 eV Å⁻¹
highest occupied orbital energy = -0.43935 Ha
total charge = +1
2S+1 = 1

Positions of all 77 atoms, in Å:
1 C -5.274 1.881 -0.485
2 O -4.885 0.540 -0.704
3 C -4.132 -0.041 0.330
4 C -2.621 0.233 0.187
5 C -1.866 0.130 1.494
6 C -0.849 1.045 1.753
7 C -0.107 0.969 2.918
8 C -0.392 -0.025 3.843
9 C 0.466 -0.167 5.073
10 F 1.508 -0.987 4.825
11 F -0.198 -0.697 6.106
12 F 0.980 0.995 5.483
13 C -1.422 -0.926 3.615
14 C -2.157 -0.843 2.446
15 N -1.942 -0.576 -0.888
16 C -2.656 -0.545 -2.181
17 C -1.856 -1.365 -3.208
18 N -0.470 -1.428 -2.765
19 C 0.534 -1.592 -3.841
20 C 0.319 -2.881 -4.646
21 C 0.433 -0.356 -4.752
22 C 0.491 0.899 -3.882
23 N 1.442 0.728 -2.797
24 C 1.137 1.040 -1.532
25 O -0.030 1.247 -1.162
26 C 2.284 1.279 -0.615
27 C 3.031 2.460 -0.797
28 C 2.764 3.414 -1.912
29 N 4.012 2.775 0.032
30 C 4.250 1.970 1.048
31 N 3.597 0.859 1.315
32 C 2.623 0.496 0.493
33 C 1.956 -0.803 0.805
34 C 2.542 -0.140 -3.130
35 C 1.990 -1.572 -3.305
36 C -0.428 -2.356 -1.650
37 C -1.471 -1.953 -0.570
38 C -2.577 -2.995 -0.449
39 H -5.880 2.161 -1.342
40 H -5.870 1.972 0.428
41 H -4.412 2.553 -0.416
42 H -4.356 -1.108 0.297
43 H -4.453 0.349 1.305
44 H -2.524 1.267 -0.165
45 H -0.621 1.811 1.029
46 H 0.687 1.674 3.108
47 H -1.649 -1.684 4.348
48 H -2.962 -1.543 2.289
49 H -1.061 -0.006 -1.083
50 H -3.669 -0.928 -2.069
51 H -2.729 0.500 -2.486
52 H -2.286 -2.373 -3.303
53 H -1.942 -0.884 -4.178
54 H 0.989 -2.903 -5.501
55 H 0.524 -3.756 -4.034
56 H -0.699 -2.944 -5.020
57 H 1.270 -0.379 -5.448
58 H -0.471 -0.350 -5.358
59 H -0.481 1.129 -3.448
60 H 0.813 1.758 -4.482
61 H 3.158 3.016 -2.847
62 H 3.269 4.352 -1.701
63 H 1.697 3.587 -2.033
64 H 5.046 2.250 1.724
65 H 0.896 -0.755 0.573
66 H 2.422 -1.600 0.226
67 H 2.099 -1.033 1.857
68 H 3.294 -0.114 -2.341
69 H 3.006 0.214 -4.054
70 H 2.618 -2.098 -4.024
71 H 2.069 -2.114 -2.366
72 H -0.639 -3.388 -1.970
73 H 0.563 -2.344 -1.201
74 H -0.969 -1.894 0.401
75 H -2.113 -3.965 -0.285
76 H -3.189 -3.063 -1.343
77 H -3.220 -2.804 0.403

=====

# 2
C28H39N5O2RuS2 | ωB97M-V/def2-TZVPD

Summary:
frontier orbital gap (alpha / beta) = 6.8 / 6.7 eV
max |F| = 1.51 eV Å⁻¹
⟨S²⟩ = 0.76
highest occupied orbital energy (alpha / beta) = -0.16708 / -0.17172 Ha
total charge = -1
2S+1 = 2

Positions of all 77 atoms, in Å:
1 Ru -0.102 0.207 0.316
2 S 2.104 0.114 -0.263
3 C 2.500 1.759 -0.717
4 C 3.875 2.061 -0.950
5 N 4.993 2.278 -1.129
6 C 1.525 2.701 -0.879
7 S -0.160 2.305 -0.664
8 C 1.843 4.038 -1.270
9 N 2.076 5.120 -1.588
10 C -1.873 -0.997 2.959
11 O -1.363 0.315 3.088
12 C -0.514 0.875 2.143
13 O 0.056 1.876 2.503
14 H -1.513 -1.582 3.809
15 H -1.545 -1.475 2.033
16 H -2.964 -0.966 3.011
17 C -5.681 0.493 1.112
18 C -4.630 -0.133 0.203
19 C -4.554 -1.645 0.468
20 C -4.996 0.101 -1.262
21 N -3.385 0.600 0.490
22 N -2.246 0.083 -0.211
23 H -6.655 0.033 0.941
24 H -5.758 1.564 0.924
25 H -5.423 0.349 2.164
26 H -5.523 -2.098 0.250
27 H -4.311 -1.860 1.509
28 H -3.826 -2.160 -0.165
29 H -5.979 -0.321 -1.474
30 H -4.285 -0.384 -1.935
31 H -5.015 1.169 -1.485
32 H -3.167 0.608 1.478
33 H -2.247 0.560 -1.110
34 H -2.376 -0.906 -0.421
35 C -1.998 -5.740 -2.349
36 C -1.547 -4.305 -2.239
37 C -1.668 -3.448 -3.328
38 C -1.171 -2.155 -3.217
39 C -1.187 -1.211 -4.391
40 C -0.620 -1.732 -2.018
41 C -0.569 -2.528 -0.842
42 C -1.002 -3.864 -1.043
43 N -0.107 -1.956 0.323
44 C 0.635 -2.804 1.301
45 C 1.798 -3.539 0.603
46 C 2.619 -4.364 1.597
47 C 3.235 -3.429 2.641
48 C 2.111 -2.701 3.381
49 C 1.237 -3.724 4.102
50 C 0.609 -4.647 3.061
51 C 1.711 -5.381 2.293
52 C -0.238 -3.821 2.086
53 C 1.268 -1.903 2.382
54 H -2.444 -5.938 -3.324
55 H -2.738 -5.986 -1.585
56 H -1.159 -6.428 -2.219
57 H -2.090 -3.800 -4.262
58 H -1.331 -1.748 -5.329
59 H -0.254 -0.651 -4.456
60 H -1.995 -0.479 -4.305
61 H -0.123 -0.765 -2.014
62 H -0.922 -4.596 -0.260
63 H 2.428 -2.781 0.130
64 H 1.431 -4.189 -0.194
65 H 3.412 -4.890 1.056
66 H 3.890 -2.706 2.148
67 H 3.846 -3.999 3.350
68 H 2.539 -2.000 4.103
69 H 0.450 -3.209 4.665
70 H 1.828 -4.300 4.823
71 H -0.038 -5.378 3.558
72 H 1.268 -6.056 1.553
73 H 2.298 -5.998 2.982
74 H -1.001 -3.279 2.647
75 H -0.772 -4.506 1.436
76 H 1.892 -1.149 1.910
77 H 0.477 -1.370 2.920

=====

# 3
C28H39N6OSi3Sn | ωB97M-V/def2-TZVPD

Summary:
frontier orbital gap = 6.6 eV
max |F| = 1.01 eV Å⁻¹
highest occupied orbital energy = -0.37628 Ha
total charge = +1
2S+1 = 1

Positions of all 78 atoms, in Å:
1 Sn 0.040 0.175 0.227
2 C -3.812 2.003 -1.995
3 C -2.504 1.917 -1.544
4 N -1.859 0.756 -1.521
5 C -2.510 -0.341 -1.943
6 C -3.852 -0.247 -2.291
7 N -4.494 0.915 -2.327
8 C -1.707 -1.588 -2.060
9 C -2.192 -2.803 -2.520
10 C -1.305 -3.864 -2.688
11 C 0.037 -3.661 -2.377
12 C 0.435 -2.420 -1.903
13 N -0.428 -1.428 -1.756
14 C 1.841 -2.044 -1.589
15 C 2.922 -2.909 -1.718
16 N 4.177 -2.496 -1.590
17 C 4.375 -1.217 -1.303
18 C 3.308 -0.366 -1.056
19 N 2.053 -0.775 -1.202
20 C -1.781 -5.179 -3.176
21 C -2.958 -5.732 -2.686
22 C -3.346 -6.984 -3.138
23 N -2.656 -7.683 -4.037
24 C -1.542 -7.139 -4.520
25 C -1.062 -5.901 -4.121
26 H -4.331 2.950 -2.079
27 H -1.957 2.782 -1.194
28 H -4.435 -1.121 -2.557
29 H -3.236 -2.929 -2.775
30 H 0.745 -4.470 -2.499
31 H 2.787 -3.962 -1.933
32 H 5.404 -0.882 -1.250
33 H 3.451 0.657 -0.736
34 H -3.551 -5.217 -1.940
35 H -4.248 -7.455 -2.764
36 H -1.008 -7.729 -5.257
37 H -0.158 -5.500 -4.563
38 C 1.191 2.620 -2.020
39 O 0.892 2.191 -0.687
40 Si 1.171 3.121 0.744
41 C 2.975 3.620 0.701
42 C 0.242 4.732 0.537
43 C 0.577 1.860 1.921
44 Si 1.851 1.084 3.064
45 C 2.442 2.209 4.440
46 C 3.359 0.412 2.142
47 C 1.211 -0.513 3.847
48 Si -1.021 2.249 2.827
49 C -2.438 2.632 1.633
50 C -0.896 3.643 4.070
51 C -1.720 0.731 3.705
52 H 1.564 3.645 -2.023
53 H 0.291 2.568 -2.633
54 H 1.947 1.967 -2.459
55 H 3.152 4.325 -0.116
56 H 3.651 2.779 0.556
57 H 3.262 4.116 1.632
58 H 0.586 5.258 -0.359
59 H 0.428 5.389 1.391
60 H -0.835 4.611 0.451
61 H 2.864 3.141 4.056
62 H 3.217 1.704 5.024
63 H 1.631 2.463 5.124
64 H 3.835 1.119 1.467
65 H 3.081 -0.476 1.569
66 H 4.112 0.109 2.875
67 H 0.627 -0.336 4.751
68 H 2.059 -1.145 4.126
69 H 0.589 -1.090 3.156
70 H -2.216 3.402 0.898
71 H -3.306 2.970 2.206
72 H -2.735 1.726 1.094
73 H -0.572 4.579 3.606
74 H -0.194 3.409 4.872
75 H -1.872 3.819 4.531
76 H -1.554 -0.186 3.134
77 H -2.801 0.846 3.830
78 H -1.293 0.587 4.699

=====

# 4
C28H40AsBaIN5O2S | ωB97M-V/def2-TZVPD

Summary:
frontier orbital gap = 4.4 eV
max |F| = 4.11 eV Å⁻¹
highest occupied orbital energy = -0.08952 Ha
total charge = -1
2S+1 = 1

Positions of all 79 atoms, in Å:
1 Ba 10.871 8.219 13.023
2 C 12.228 10.144 17.520
3 C 11.339 11.246 16.856
4 N 11.223 12.464 17.422
5 C 10.515 13.430 16.757
6 C 9.666 13.188 15.709
7 C 9.174 14.347 14.821
8 O 10.074 14.575 13.680
9 C 9.558 11.854 15.231
10 C 8.652 11.362 14.130
11 N 7.409 11.474 14.014
12 C 6.642 11.915 15.206
13 C 5.818 13.070 14.978
14 C 5.061 13.610 15.944
15 C 5.093 13.180 17.248
16 C 5.931 12.032 17.481
17 C 6.567 11.396 16.493
18 I 7.692 9.689 17.026
19 C 10.595 10.969 15.689
20 O 10.716 9.787 15.022
21 H 13.227 10.547 17.653
22 H 12.186 9.279 16.871
23 H 11.746 9.987 18.472
24 H 10.642 14.454 17.058
25 H 9.223 15.317 15.389
26 H 8.152 14.077 14.440
27 H 10.819 14.022 13.839
28 H 9.074 10.759 13.319
29 H 5.879 13.427 13.936
30 H 4.510 14.532 15.746
31 H 4.642 13.676 18.147
32 H 6.006 11.696 18.469
33 N 13.277 9.420 13.830
34 C 13.751 10.189 12.695
35 C 14.921 9.529 11.988
36 C 14.563 8.652 10.823
37 N 13.467 7.759 11.118
38 H 12.668 9.916 14.437
39 H 14.038 8.996 14.360
40 H 13.984 11.213 12.978
41 H 12.946 10.304 11.968
42 H 15.317 8.853 12.731
43 H 15.697 10.260 11.682
44 H 15.453 8.085 10.721
45 H 14.406 9.229 9.911
46 H 13.412 7.009 10.409
47 H 12.635 8.337 10.918
48 C 11.043 7.714 8.342
49 C 11.120 9.183 8.570
50 C 11.731 10.010 7.655
51 C 11.779 11.377 7.763
52 C 11.110 11.981 8.876
53 C 10.542 11.224 9.871
54 C 10.049 11.765 11.158
55 C 10.678 9.730 9.771
56 N 10.404 8.977 10.818
57 H 11.262 7.176 9.294
58 H 11.644 7.373 7.476
59 H 10.015 7.532 8.041
60 H 12.249 9.473 6.862
61 H 12.464 11.922 7.133
62 H 10.962 13.083 8.866
63 H 10.217 12.868 11.179
64 H 10.660 11.352 11.908
65 H 8.978 11.718 11.430
66 C 5.379 6.413 11.459
67 As 7.062 7.351 11.717
68 C 7.970 7.207 10.046
69 C 6.770 9.246 11.937
70 S 7.895 6.483 13.377
71 H 4.815 6.809 10.612
72 H 4.744 6.663 12.334
73 H 5.494 5.309 11.375
74 H 7.509 7.842 9.317
75 H 7.913 6.186 9.780
76 H 8.997 7.600 10.205
77 H 5.993 9.502 11.205
78 H 7.719 9.719 11.621
79 H 6.529 9.453 13.004

=====

# 5
C28H40AsN5O2V | ωB97M-V/def2-TZVPD

Summary:
frontier orbital gap (alpha / beta) = 7.7 / 9.1 eV
max |F| = 3.30 eV Å⁻¹
⟨S²⟩ = 3.76
highest occupied orbital energy (alpha / beta) = -0.46731 / -0.52659 Ha
total charge = +2
2S+1 = 4

Positions of all 77 atoms, in Å:
1 V 0.476 -0.300 0.167
2 C -0.034 2.826 -0.513
3 C -1.004 2.223 -1.535
4 C -2.222 1.683 -0.827
5 C -3.503 1.947 -1.295
6 C -4.590 1.529 -0.546
7 C -4.354 0.860 0.646
8 C -3.044 0.611 1.013
9 N -1.991 1.003 0.297
10 N 0.974 1.845 -0.041
11 C 2.092 1.802 -1.007
12 C 3.014 0.670 -0.639
13 C 4.348 0.638 -1.001
14 C 5.155 -0.379 -0.512
15 C 4.595 -1.317 0.345
16 C 3.244 -1.247 0.624
17 N 2.451 -0.288 0.121
18 C 1.482 2.229 1.302
19 C 0.834 1.411 2.390
20 C 0.791 1.837 3.706
21 C 0.223 1.015 4.667
22 C -0.293 -0.214 4.277
23 C -0.198 -0.579 2.951
24 N 0.362 0.208 2.020
25 H -0.611 3.157 0.348
26 H 0.479 3.700 -0.928
27 H -0.517 1.411 -2.087
28 H -1.308 2.975 -2.261
29 H -3.634 2.490 -2.221
30 H -5.599 1.740 -0.876
31 H -5.173 0.544 1.278
32 H -2.822 0.070 1.928
33 H 2.643 2.749 -1.016
34 H 1.689 1.655 -2.012
35 H 4.757 1.414 -1.635
36 H 6.203 -0.426 -0.773
37 H 5.201 -2.098 0.783
38 H 2.765 -1.980 1.258
39 H 1.341 3.295 1.488
40 H 2.556 2.040 1.352
41 H 1.196 2.805 3.971
42 H 0.189 1.328 5.702
43 H -0.760 -0.869 4.999
44 H -0.566 -1.537 2.601
45 O -1.699 -1.463 -0.605
46 C -2.461 -2.344 -0.173
47 C -3.885 -2.434 -0.659
48 C -4.143 -3.731 -1.450
49 C -4.498 -4.918 -0.555
50 C -3.351 -5.378 0.342
51 C -2.863 -4.310 1.323
52 N -2.046 -3.261 0.711
53 H -4.063 -1.557 -1.278
54 H -4.569 -2.383 0.193
55 H -3.259 -3.975 -2.049
56 H -4.960 -3.555 -2.149
57 H -4.810 -5.757 -1.178
58 H -5.355 -4.646 0.068
59 H -2.511 -5.702 -0.279
60 H -3.680 -6.244 0.919
61 H -2.251 -4.775 2.093
62 H -3.724 -3.858 1.823
63 H -1.060 -3.222 0.931
64 C 2.639 -2.842 -2.316
65 As 0.848 -3.101 -1.637
66 C 0.652 -5.016 -1.476
67 C -0.284 -2.469 -3.075
68 O 0.728 -2.417 -0.120
69 H 2.821 -1.793 -2.546
70 H 2.768 -3.434 -3.222
71 H 3.347 -3.181 -1.563
72 H 1.550 -5.397 -0.992
73 H 0.562 -5.456 -2.468
74 H -0.214 -5.284 -0.876
75 H 0.092 -1.506 -3.423
76 H -1.317 -2.358 -2.767
77 H -0.201 -3.193 -3.885

=====

# 6
C28H40AsN5O2V | ωB97M-V/def2-TZVPD

Summary:
frontier orbital gap (alpha / beta) = 7.2 / 9.7 eV
max |F| = 2.61 eV Å⁻¹
⟨S²⟩ = 3.76
highest occupied orbital energy (alpha / beta) = -0.44039 / -0.54027 Ha
total charge = +2
2S+1 = 4

Positions of all 77 atoms, in Å:
1 V 0.123 -0.165 -0.355
2 C 2.075 0.283 -2.720
3 C 0.771 0.147 -3.522
4 C -0.348 1.033 -3.029
5 C -0.799 2.098 -3.797
6 C -1.848 2.884 -3.339
7 C -2.423 2.574 -2.115
8 C -1.915 1.508 -1.400
9 N -0.888 0.756 -1.825
10 N 1.998 -0.252 -1.341
11 C 2.972 0.406 -0.448
12 C 2.597 0.166 0.997
13 C 3.437 0.572 2.019
14 C 3.050 0.348 3.331
15 C 1.840 -0.288 3.570
16 C 1.057 -0.655 2.493
17 N 1.415 -0.428 1.223
18 C 2.281 -1.713 -1.316
19 C 1.040 -2.494 -1.627
20 C 1.050 -3.699 -2.306
21 C -0.153 -4.341 -2.557
22 C -1.329 -3.723 -2.156
23 C -1.255 -2.512 -1.496
24 N -0.094 -1.910 -1.195
25 H 2.878 -0.221 -3.268
26 H 2.345 1.339 -2.668
27 H 0.994 0.405 -4.556
28 H 0.431 -0.888 -3.518
29 H -0.335 2.305 -4.752
30 H -2.218 3.710 -3.932
31 H -3.255 3.145 -1.727
32 H -2.320 1.238 -0.433
33 H 3.989 0.041 -0.640
34 H 2.973 1.480 -0.640
35 H 4.376 1.057 1.783
36 H 3.685 0.660 4.149
37 H 1.512 -0.490 4.579
38 H 0.100 -1.136 2.633
39 H 3.093 -1.966 -2.003
40 H 2.596 -1.984 -0.309
41 H 1.987 -4.122 -2.644
42 H -0.180 -5.287 -3.081
43 H -2.292 -4.169 -2.362
44 H -2.150 -1.976 -1.221
45 O 0.472 1.982 0.315
46 C 0.779 3.174 0.151
47 C 0.898 4.096 1.344
48 C 2.161 4.993 1.409
49 C 3.259 4.589 0.420
50 C 2.979 5.115 -0.996
51 C 1.494 5.015 -1.350
52 N 0.968 3.683 -1.072
53 H 0.847 3.449 2.216
54 H -0.004 4.715 1.352
55 H 2.553 4.953 2.424
56 H 1.898 6.036 1.229
57 H 3.344 3.497 0.409
58 H 4.222 4.971 0.757
59 H 3.575 4.560 -1.725
60 H 3.280 6.161 -1.068
61 H 1.334 5.228 -2.405
62 H 0.919 5.747 -0.783
63 H 0.831 3.051 -1.845
64 C -3.648 -0.562 3.040
65 As -2.987 -1.374 1.419
66 C -2.639 -3.247 1.799
67 C -4.398 -1.279 0.080
68 O -1.631 -0.547 0.943
69 H -4.553 -1.059 3.385
70 H -3.855 0.487 2.839
71 H -2.873 -0.639 3.800
72 H -3.468 -3.847 1.427
73 H -2.549 -3.389 2.874
74 H -1.715 -3.557 1.317
75 H -4.728 -2.282 -0.184
76 H -4.037 -0.763 -0.807
77 H -5.243 -0.729 0.492